No. 1
Molecular formula: C25H20BBrIN3O6Sr
Method: DFT, ωB97M-V/def2-TZVPD

electronic energy: -122660.6073 eV
energy above the lowest of the compared OMol25 structures with the same formula, charge and spin: 321.8 kJ/mol
orbital gap: 2.68 eV
LUMO energy: 3.34 eV

Geometry as ORCA input:
```
! wB97M-V def2-TZVPD RIJCOSX def2/J DEFGRID3
* xyz -2 1
Sr 0.48 -0.01 -1.30
O 1.58 -6.44 -5.32
C 1.70 -5.06 -5.09
O 2.29 -4.42 -5.92
C 1.07 -4.61 -3.86
C 0.41 -5.41 -2.93
N -0.01 -4.61 -1.94
N 0.33 -3.34 -2.16
C 0.99 -3.29 -3.30
C 1.48 -1.93 -3.79
O 2.11 -1.85 -4.83
O 1.18 -0.99 -3.01
H 1.09 -6.86 -4.60
H 0.20 -6.47 -2.89
H -0.54 -4.85 -1.12
Br -2.95 -5.75 2.24
C -2.39 -4.25 3.31
C -2.49 -4.37 4.69
C -1.87 -3.45 5.50
C -1.13 -2.40 4.93
C -1.08 -2.26 3.55
C -1.69 -3.19 2.73
I -1.79 -2.83 0.62
H -3.06 -5.19 5.11
H -1.97 -3.53 6.57
H -0.61 -1.70 5.56
H -0.56 -1.42 3.11
C -2.80 1.99 0.10
C -2.05 2.07 1.40
C -2.48 2.88 2.42
C -1.75 3.03 3.60
C -0.52 2.38 3.70
C -0.05 1.56 2.71
C 1.33 0.98 2.76
C -0.84 1.29 1.53
N -0.49 0.41 0.66
H -3.66 2.66 0.09
H -3.15 0.97 -0.09
H -2.12 2.26 -0.73
H -3.41 3.44 2.31
H -2.12 3.66 4.40
H 0.09 2.55 4.60
H 1.80 1.11 3.74
H 1.96 1.45 2.00
H 1.31 -0.09 2.52
O 0.47 3.20 -2.67
B 1.20 2.27 -1.90
O 2.40 2.92 -1.52
C 2.38 4.16 -2.03
C 3.30 5.18 -1.93
C 3.00 6.38 -2.56
C 1.82 6.55 -3.27
C 0.89 5.52 -3.38
C 1.18 4.33 -2.75
H 4.22 5.04 -1.38
H 3.71 7.20 -2.50
H 1.62 7.49 -3.75
H -0.03 5.65 -3.93
*
```

Atomic partial charges in e from the Mulliken method, atoms 1 to 4: atom 1 (Sr): 2.219, atom 2 (O): -0.516, atom 3 (C): 0.394, atom 4 (O): -0.488

No. 2
Molecular formula: C25H20BeClNO2S2
Method: DFT, ωB97M-V/def2-TZVPD

electronic energy: -66429.5430 eV
orbital gap: 5.91 eV
LUMO energy: -0.68 eV

Geometry as ORCA input:
```
! wB97M-V def2-TZVPD RIJCOSX def2/J DEFGRID3
* xyz 0 1
Be 0.10 -0.48 0.24
Cl 3.22 -6.28 -0.57
C 2.07 -5.02 -0.64
C 0.68 -5.24 -0.56
C -0.12 -4.13 -0.58
C 0.34 -2.79 -0.47
O -0.53 -1.81 -0.36
C 1.75 -2.60 -0.62
C 2.31 -1.30 -0.49
O 1.58 -0.23 -0.28
C 2.60 -3.77 -0.73
H 0.32 -6.26 -0.45
H -1.19 -4.35 -0.70
H 3.36 -1.07 -0.50
H 3.66 -3.54 -0.76
S -0.19 -0.68 2.37
C 0.61 -1.97 3.09
C 1.90 -1.87 3.64
C 2.69 -3.01 3.81
C 2.18 -4.27 3.45
C 0.82 -4.43 3.08
C 0.04 -3.30 2.99
H 2.41 -0.97 3.90
H 3.75 -2.89 4.15
H 2.79 -5.19 3.50
H 0.50 -5.47 2.82
H -1.02 -3.36 2.66
N -0.75 0.94 0.11
S -0.13 2.37 -0.36
C -1.19 3.79 0.20
C -2.52 3.83 -0.12
C -3.41 4.77 0.38
C -2.91 5.90 1.01
C -1.48 6.00 1.21
C -0.64 4.90 0.84
C -0.47 2.36 -2.14
C -0.68 3.60 -2.71
C -1.11 3.65 -4.06
C -1.43 2.44 -4.70
C -1.05 1.23 -4.10
C -0.55 1.15 -2.80
H -1.55 1.11 0.77
H -2.85 3.00 -0.78
H -4.46 4.67 0.05
H -3.62 6.63 1.43
H -1.09 6.92 1.69
H 0.46 4.98 1.12
H -0.54 4.55 -2.10
H -1.31 4.64 -4.48
H -1.80 2.30 -5.69
H -1.28 0.30 -4.57
H -0.27 0.26 -2.20
*
```

Atomic partial charges in e from the Mulliken method, atoms 1 to 4: atom 1 (Be): 0.083, atom 2 (Cl): -0.251, atom 3 (C): 0.466, atom 4 (C): -0.554

No. 3
Molecular formula: C25H20BiN9OS
Method: DFT, ωB97M-V/def2-TZVPD

electronic energy: -58367.1146 eV
orbital gap: 6.27 eV
LUMO energy: -6.96 eV

Geometry as ORCA input:
```
! wB97M-V def2-TZVPD RIJCOSX def2/J DEFGRID3
* xyz 2 1
Bi 1.51 -1.09 2.05
S 2.70 0.05 3.71
C 2.06 -1.13 4.93
C 2.40 -1.13 6.29
C 1.63 -1.99 7.07
C 0.52 -2.66 6.59
C 0.27 -2.51 5.25
N 1.05 -1.75 4.41
H 3.20 -0.47 6.61
H 1.88 -2.14 8.14
H -0.19 -3.15 7.21
H -0.61 -2.92 4.71
C -3.71 1.17 1.50
N -2.37 0.93 2.09
C -1.51 -0.04 1.80
N -0.39 0.21 2.39
C -0.58 1.40 3.09
N -1.75 1.88 2.81
C -3.96 0.31 0.25
C -5.03 -0.52 0.14
C -5.19 -1.23 -1.02
C -4.34 -1.14 -2.08
C -3.25 -0.25 -1.98
C -3.05 0.44 -0.80
C -2.44 -0.02 -3.16
N -2.81 -0.16 -4.38
N -1.60 0.06 -5.05
C -0.70 0.42 -4.19
O -1.22 0.45 -2.89
C 0.70 0.68 -4.47
C 1.18 0.60 -5.86
C 2.52 0.52 -6.08
C 3.43 0.63 -5.05
C 3.05 0.86 -3.75
C 4.09 0.83 -2.67
N 3.51 0.93 -1.29
C 2.99 -0.03 -0.62
N 2.40 0.47 0.50
C 2.81 1.79 0.46
N 3.47 2.15 -0.61
C 1.63 0.93 -3.51
H -3.71 2.21 1.13
H -4.55 1.05 2.25
H -1.76 -0.84 1.14
H 0.26 1.77 3.69
H -5.75 -0.57 0.95
H -6.04 -1.97 -1.12
H -4.54 -1.59 -3.03
H -2.18 1.04 -0.65
H 0.45 0.36 -6.61
H 2.85 0.37 -7.12
H 4.51 0.57 -5.31
H 4.77 1.66 -2.78
H 4.67 -0.05 -2.68
H 2.93 -1.05 -1.02
H 2.53 2.54 1.17
H 1.25 1.08 -2.54
*
```

Atomic partial charges in e from the Mulliken method, atoms 1 to 4: atom 1 (Bi): 1.266, atom 2 (S): -0.336, atom 3 (C): 0.933, atom 4 (C): -0.758

No. 4
Molecular formula: C25H20Br2N4O2STa
Method: DFT, ωB97M-V/def2-TZVPD

electronic energy: -188752.8192 eV
energy above the lowest of the compared OMol25 structures with the same formula, charge and spin: 85.4 kJ/mol
orbital gap (spin up / spin down): 4.70 / 4.70 eV
LUMO energy (spin up / spin down): -11.03 / -11.03 eV

Geometry as ORCA input:
```
! wB97M-V def2-TZVPD RIJCOSX def2/J DEFGRID3
* xyz 3 1
Ta -0.51 -0.28 -0.31
C 0.02 0.61 4.31
C 0.08 0.69 2.82
N 0.35 -0.28 2.02
N 0.74 -1.52 2.46
C 1.36 -2.33 1.59
N 1.92 -3.43 2.03
S 1.45 -1.94 -0.08
C -0.08 1.97 2.12
C -0.05 3.18 2.79
C 0.03 4.36 2.05
C 0.08 4.29 0.67
C -0.02 3.04 0.07
N -0.10 1.91 0.77
H 0.85 1.16 4.76
H 0.05 -0.41 4.69
H -0.90 1.07 4.66
H 0.74 -1.73 3.45
H 1.94 -3.70 3.00
H 2.37 -4.06 1.38
H -0.06 3.22 3.87
H 0.07 5.32 2.56
H 0.17 5.17 0.06
H -0.05 2.94 -1.01
Br -2.86 1.09 -1.09
C -2.32 1.11 -2.96
C -3.26 1.36 -3.92
C -2.85 1.45 -5.25
C -1.52 1.32 -5.57
C -0.56 1.06 -4.58
C 0.82 0.95 -4.88
C 1.77 0.73 -3.90
C 1.36 0.56 -2.58
C 0.01 0.59 -2.22
C -0.96 0.91 -3.22
H -4.31 1.49 -3.66
H -3.58 1.65 -6.02
H -1.19 1.40 -6.60
H 1.13 1.07 -5.91
H 2.82 0.67 -4.15
H 2.12 0.36 -1.83
Br -4.46 -5.81 -3.62
C -4.45 -4.73 -2.07
C -5.48 -4.84 -1.14
C -5.47 -4.04 0.00
C -4.44 -3.15 0.22
C -3.41 -3.05 -0.72
C -3.42 -3.83 -1.88
C -2.34 -2.10 -0.52
O -1.48 -1.83 -1.43
O -2.18 -1.44 0.58
H -6.28 -5.55 -1.31
H -6.28 -4.13 0.71
H -4.43 -2.53 1.11
H -2.62 -3.74 -2.60
*
```

Atomic partial charges in e from the Mulliken method, atoms 1 to 4: atom 1 (Ta): 0.366, atom 2 (C): -1.670, atom 3 (C): 0.630, atom 4 (N): -0.091

No. 5
Molecular formula: C25H20Cl4GaO2P
Method: DFT, ωB97M-V/def2-TZVPD

electronic energy: -142098.5746 eV
orbital gap: 6.85 eV
LUMO energy: -1.74 eV

Geometry as ORCA input:
```
! wB97M-V def2-TZVPD RIJCOSX def2/J DEFGRID3
* xyz 0 1
C -1.05 -1.67 4.13
C -0.94 -2.20 2.79
C 0.46 -2.41 2.51
H -1.78 -2.40 2.11
C 1.22 -2.03 3.67
C 0.29 -1.53 4.66
H 0.57 -1.11 5.64
H -1.97 -1.35 4.64
H 0.88 -2.78 1.56
H 2.32 -1.99 3.75
Ga 0.12 -0.11 2.75
Cl 1.92 0.94 2.34
P 0.17 0.05 -0.94
C 1.27 -1.00 -1.96
C 0.85 -1.72 -3.09
H -0.19 -1.67 -3.41
C 1.76 -2.50 -3.82
H 1.41 -3.06 -4.69
C 3.10 -2.57 -3.43
H 3.80 -3.18 -3.99
C 3.53 -1.86 -2.30
H 4.57 -1.91 -1.99
C 2.62 -1.09 -1.57
H 2.96 -0.55 -0.68
C -1.46 -0.38 -1.63
C -2.11 -1.51 -1.09
H -1.62 -2.08 -0.29
C -3.36 -1.91 -1.56
H -3.84 -2.80 -1.14
C -4.00 -1.18 -2.57
H -4.98 -1.49 -2.93
C -3.38 -0.05 -3.10
H -3.87 0.53 -3.88
C -2.12 0.35 -2.64
H -1.64 1.23 -3.07
C 0.46 1.69 -1.70
C 1.17 1.90 -2.90
H 1.59 1.05 -3.44
C 1.33 3.20 -3.40
H 1.89 3.34 -4.33
C 0.79 4.29 -2.73
H 0.93 5.30 -3.13
C 0.09 4.09 -1.54
H -0.33 4.95 -1.00
C -0.07 2.81 -1.02
H -0.61 2.66 -0.08
Cl -1.27 1.67 7.59
C -0.23 2.27 6.27
Cl -0.56 3.98 5.95
Cl 1.47 2.03 6.69
C -0.64 1.44 4.93
O -1.82 1.53 4.55
O 0.31 0.82 4.51
*
```

Atomic partial charges in e from the Mulliken method, atoms 1 to 4: atom 1 (C): -0.642, atom 2 (C): -0.319, atom 3 (C): -0.184, atom 4 (H): 0.463

No. 6
Molecular formula: C25H20ClF5PPd
Method: DFT, ωB97M-V/def2-TZVPD

electronic energy: -65116.9768 eV
orbital gap (spin up / spin down): 8.17 / 5.20 eV
LUMO energy (spin up / spin down): -2.38 / -6.83 eV

Geometry as ORCA input:
```
! wB97M-V def2-TZVPD RIJCOSX def2/J DEFGRID3
* xyz 1 5
C -1.25 -1.38 0.61
C -1.14 -2.03 -0.66
C 0.26 -2.15 -0.97
H -1.96 -2.51 -1.18
C 1.00 -1.60 0.14
C 0.08 -1.13 1.10
H 0.32 -0.74 2.08
H -2.18 -1.24 1.16
H 0.70 -2.77 -1.75
H 2.08 -1.66 0.27
Pd -0.46 0.08 -1.22
Cl 1.87 1.09 -1.70
P 0.28 0.54 -3.31
C 1.38 -0.57 -4.32
C 0.84 -1.16 -5.48
H -0.19 -0.96 -5.79
C 1.60 -2.06 -6.23
H 1.12 -2.58 -7.05
C 2.93 -2.30 -5.91
H 3.51 -3.03 -6.47
C 3.52 -1.57 -4.86
H 4.59 -1.66 -4.67
C 2.75 -0.74 -4.05
H 3.21 -0.27 -3.18
C -1.37 -0.15 -3.90
C -1.71 -1.50 -3.76
H -0.96 -2.25 -3.47
C -3.04 -1.87 -3.92
H -3.33 -2.90 -3.68
C -3.98 -0.93 -4.38
H -5.04 -1.21 -4.47
C -3.57 0.35 -4.74
H -4.26 1.04 -5.21
C -2.27 0.76 -4.48
H -1.96 1.78 -4.71
C 0.47 2.16 -4.23
C 1.10 2.19 -5.49
H 1.56 1.29 -5.89
C 1.25 3.39 -6.21
H 1.78 3.38 -7.17
C 0.74 4.57 -5.68
H 0.81 5.49 -6.25
C 0.13 4.57 -4.41
H -0.26 5.51 -4.01
C 0.06 3.39 -3.67
H -0.25 3.43 -2.63
F -1.58 2.65 -0.63
C -1.00 1.71 0.18
F 0.19 2.23 0.68
C -1.94 1.53 1.41
F -2.25 2.77 1.88
F -3.11 0.92 1.08
F -1.35 0.86 2.43
*
```

Atomic partial charges in e from the Mulliken method, atoms 1 to 4: atom 1 (C): -0.551, atom 2 (C): -0.585, atom 3 (C): -0.342, atom 4 (H): 0.553